Here is an isolated ion of composition C21H36N2O3PS and charge +1 at a distorted geometry from OMol25. Energies are from ωB97M-V with the def2-TZVPD basis set.

For the HOMO-LUMO gap, the calculation gives 0.26527 Eh. The calculation puts the strongest force on any atom at 3.40 eV/A. As for the LUMO energy: -4.7 eV. As for the net charge: +1. As for the structure (SMILES): CCCCCCCCCCCC[C@@H]1C[C@@H](c2ccccn2)[N+](S)=C1P(=O)(O)O.

Each line ends with the Löwdin charge.
CARTESIAN COORDINATES (ANGSTROEM)
S1 -4.24 3.05 1.34  0.97
P1 -4.12 0.39 3.23  0.44
O1 -2.98 1.30 3.91  -0.09
O2 -4.07 -0.97 3.72  -0.21
O3 -5.51 1.05 3.63  -0.11
N1 -4.10 1.48 0.60  -0.34
N2 -5.17 0.96 -2.92  0.13
C1 -3.81 -0.87 0.73  -0.18
C2 6.71 -0.48 -0.64  -0.19
C3 -4.02 0.48 1.39  -0.23
C4 7.51 0.49 0.29  -0.21
C5 5.18 -0.25 -0.57  -0.22
C6 -5.31 1.31 -1.66  -0.28
C7 4.43 -1.42 0.07  -0.22
C8 -6.27 1.05 -3.66  -0.09
C9 -3.81 -0.41 -0.76  -0.06
C10 -2.31 -1.16 1.09  -0.17
C11 2.91 -1.30 -0.09  -0.22
C12 -4.02 1.15 -0.83  -0.17
C13 -7.45 1.51 -3.13  -0.06
C14 -7.57 1.91 -1.83  -0.03
C15 8.32 1.54 -0.50  -0.26
C16 2.21 -2.66 -0.04  -0.21
C17 -1.70 -2.35 0.34  -0.18
C18 -6.43 1.80 -1.05  -0.03
C19 8.34 2.89 0.24  -0.12
C20 0.72 -2.60 -0.45  -0.22
C21 -0.21 -2.49 0.77  -0.19
H1 -3.12 1.60 -1.25  0.16
H2 0.06 -1.56 1.28  0.11
H3 7.05 -0.29 -1.66  0.10
H4 7.35 3.14 0.64  0.06
H5 2.75 -3.36 -0.67  0.11
H6 -2.48 1.75 3.21  0.07
H7 8.65 3.69 -0.45  0.07
H8 -6.21 0.73 -4.69  0.12
H9 9.02 2.87 1.09  0.07
H10 8.23 -0.09 0.88  0.10
H11 -8.32 1.57 -3.77  0.12
H12 6.85 0.99 1.00  0.09
H13 2.26 -3.06 0.98  0.11
H14 4.96 0.69 -0.06  0.11
H15 -5.69 0.69 4.52  0.11
H16 -1.69 -2.21 -0.74  0.10
H17 7.85 1.72 -1.47  0.10
H18 0.57 -1.77 -1.15  0.11
H19 0.49 -3.53 -0.98  0.11
H20 -4.48 3.83 0.27  -0.07
H21 -8.50 2.30 -1.43  0.12
H22 4.83 -0.16 -1.61  0.10
H23 -4.61 -0.97 -1.25  0.13
H24 -2.22 -3.29 0.53  0.13
H25 -2.17 -1.35 2.15  0.11
H26 -4.55 -1.60 1.05  0.16
H27 9.34 1.20 -0.69  0.10
H28 4.69 -1.43 1.14  0.12
H29 2.67 -0.75 -1.01  0.11
H30 -6.46 2.06 0.00  0.09
H31 4.81 -2.36 -0.35  0.11
H32 -1.73 -0.25 0.84  0.13
H33 -0.03 -3.37 1.38  0.12
H34 6.98 -1.50 -0.35  0.10
H35 2.54 -0.72 0.77  0.11
H36 -2.93 -0.61 -1.37  0.12